{
  "formula": "C14H32Cl6F24HfO4P4",
  "method": "ωB97M-V/def2-TZVPD",
  "charge": 0,
  "multiplicity": 1,
  "e_homo_ev": -8.86,
  "e_tot_ev": -202064.8130,
  "elements": ["F", "C", "H", "F", "H", "Cl", "F", "H", "O", "O", "F", "F", "H", "C", "C", "F", "H", "F", "H", "F", "H", "H", "C", "C", "Cl", "H", "F", "F", "H", "P", "Cl", "F", "F", "F", "H", "H", "P", "H", "F", "H", "C", "H", "F", "F", "O", "F", "H", "H", "H", "F", "O", "H", "H", "P", "C", "C", "H", "H", "Hf", "H", "F", "Cl", "H", "P", "C", "C", "H", "H", "Cl", "F", "C", "F", "F", "H", "H", "H", "C", "Cl", "C", "C", "F", "F", "H", "H", "H"],
  "coordinates": [[3.281, -3.896, -1.746], [-0.603, -1.244, 4.547], [0.494, -2.169, 2.886], [-1.215, 0.769, 2.057], [1.581, 1.028, 3.329], [0.119, 4.072, 3.103], [-2.498, -2.870, -1.539], [-1.033, 3.899, 1.063], [0.609, -0.040, -3.529], [4.093, 3.480, 5.308], [2.105, -2.877, -0.087], [-2.807, -3.718, 0.465], [-5.802, 0.055, 2.362], [-5.316, 0.622, 0.281], [0.674, -3.702, -4.970], [-0.667, -2.968, -0.451], [0.539, -3.912, -6.032], [-2.880, 1.450, -4.979], [1.815, 0.504, -5.055], [-0.753, -0.045, -1.047], [4.912, 2.911, 3.476], [-1.184, -1.835, 2.546], [3.326, 1.169, 5.138], [4.556, 3.780, 4.034], [-2.366, -1.119, 4.854], [0.533, 1.588, -2.071], [1.434, -1.234, -1.569], [-4.006, -0.514, -4.347], [0.974, 2.057, -3.602], [-0.980, 0.364, 0.545], [-6.461, -1.802, 1.066], [0.085, -0.816, 0.895], [-2.868, -5.206, -1.367], [-0.982, -5.245, -0.078], [1.513, 3.644, 0.628], [0.629, -1.712, -6.499], [-1.835, -4.099, -0.723], [0.145, 0.589, -5.524], [-1.684, -0.405, -4.272], [3.772, 4.176, 3.364], [1.061, 1.196, -2.941], [2.802, 1.823, 2.282], [-1.002, -4.082, -2.203], [-2.025, 1.515, 0.080], [0.368, -2.332, -4.600], [-2.681, -0.584, -2.497], [0.686, 4.985, -0.386], [-4.780, 0.215, -0.573], [2.560, 2.613, 6.359], [1.128, -3.140, -2.200], [3.698, 0.770, 3.803], [4.176, 0.878, 5.751], [2.417, 0.590, 5.341], [-2.941, 0.489, -3.739], [-0.238, 4.567, 1.382], [2.585, 0.956, 2.913], [-4.482, -0.712, 1.782], [2.579, 0.140, 2.186], [-0.678, -1.731, -2.607], [-4.756, 1.478, 0.655], [-4.021, 1.210, -2.820], [-0.872, -3.822, 3.858], [5.192, 4.664, 3.982], [2.509, -2.524, -1.587], [0.997, -1.436, -5.511], [-0.503, -2.159, 3.325], [-0.099, -4.251, -4.435], [1.679, -4.050, -4.739], [2.241, 5.804, 1.183], [0.232, 1.400, 0.410], [-5.451, -0.362, 1.418], [-2.162, -0.765, 0.558], [-1.825, 1.344, -2.991], [2.065, 1.028, -2.553], [-0.635, 5.579, 1.458], [0.087, -1.713, 5.249], [1.039, 4.621, 0.579], [-6.930, 1.133, -0.263], [2.945, 2.633, 5.339], [0.867, -0.025, -4.986], [2.936, -2.032, -3.109], [3.816, -1.778, -1.108], [-0.152, -0.274, 4.344], [2.249, 3.058, 4.615], [2.069, -1.646, -5.468]],
  "forces_ev_per_a": [[-0.7, 0.0, -0.5], [0.7, -0.6, -1.5], [0.1, 0.0, 0.2], [0.1, -0.5, 0.1], [0.2, 0.1, 0.5], [-0.2, 0.1, -0.5], [-2.2, 2.8, -1.6], [0.4, -0.2, -0.5], [-0.9, -0.4, -1.0], [0.0, 0.2, 1.0], [-0.4, 0.3, -0.9], [1.5, -0.7, -0.3], [-0.7, 0.4, -0.5], [0.0, -0.3, 0.5], [-1.0, -1.1, 0.3], [0.5, 0.9, 1.4], [-0.3, 0.7, -0.1], [-0.5, -0.5, 0.0], [0.1, -0.3, -0.3], [0.4, -1.4, -3.0], [0.6, 0.0, 0.3], [-0.2, -0.4, 0.1], [-0.5, -0.3, -1.5], [-1.0, 0.5, -1.9], [0.7, 0.3, 0.8], [-0.7, -1.1, 0.0], [-0.1, 1.8, 0.9], [0.7, 0.4, -0.3], [0.2, -0.5, -0.6], [-0.8, 0.2, 2.8], [0.3, 0.2, -0.1], [-0.3, 0.8, -0.1], [1.2, 1.7, 0.6], [-0.1, 1.1, -0.2], [0.1, 0.1, -0.6], [-0.2, 0.8, -0.1], [-2.0, -2.4, 0.4], [-0.4, -0.1, 0.4], [1.7, -2.3, -2.7], [-0.6, -0.3, 0.3], [0.8, 1.2, 1.3], [-0.4, 0.4, 0.2], [1.3, -1.3, -2.5], [0.4, -0.8, -0.4], [-0.7, -0.4, 0.7], [-0.1, -2.6, 2.2], [0.6, -0.4, -0.4], [-0.1, -0.1, 0.1], [-0.2, 0.7, 0.0], [-1.3, -2.2, -1.3], [-1.3, 0.4, 0.3], [-0.2, 0.1, 0.3], [0.1, -0.2, 0.7], [-2.0, 2.5, 1.9], [0.2, 0.8, 1.7], [1.3, -0.2, -1.3], [0.2, -0.2, -0.8], [0.0, -0.3, 0.3], [1.2, 1.1, 2.2], [-0.1, 0.1, -0.1], [-0.1, -0.2, -1.2], [-0.1, -0.2, -0.3], [0.7, -0.5, 0.8], [3.3, 0.0, 0.7], [1.2, 0.0, 0.6], [0.3, 0.5, 0.0], [0.4, -0.5, 0.0], [0.0, 0.6, 0.6], [-0.3, -0.1, 0.0], [0.1, 0.1, -0.4], [0.6, -0.4, 1.1], [0.3, 0.8, -0.1], [0.8, 1.1, -0.1], [0.2, 0.1, -0.5], [-0.1, -0.1, 0.1], [-1.0, 0.0, 1.0], [-0.7, -0.2, 0.2], [0.0, 0.3, -0.2], [1.6, -0.2, -0.1], [0.0, 1.0, 0.4], [-0.9, -0.5, 0.2], [-0.7, 0.8, 0.5], [-0.6, 0.2, -0.2], [-0.5, -0.5, 0.1], [-0.1, -0.4, -0.1]],
  "lowdin_charge": [-0.08, -0.64, 0.07, -0.11, 0.07, 0.54, -0.21, 0.06, -0.34, -0.17, -0.08, -0.06, 0.07, -0.66, -0.02, -0.19, 0.11, -0.06, 0.14, -0.25, 0.09, 0.02, -0.18, -0.14, 0.56, 0.08, -0.22, -0.07, 0.12, 0.21, 0.52, -0.15, -0.12, -0.04, 0.04, 0.15, 0.27, 0.14, -0.21, 0.06, -0.05, 0.08, -0.25, -0.12, -0.33, -0.24, 0.07, 0.04, 0.13, -0.23, -0.19, 0.13, 0.11, 0.17, -0.60, -0.11, 0.05, 0.08, 2.32, 0.07, -0.08, 0.55, 0.09, 0.23, -0.13, -0.70, 0.09, 0.12, 0.55, -0.12, -0.67, -0.15, -0.12, 0.12, 0.07, 0.07, -0.66, 0.54, -0.18, -0.10, -0.15, -0.08, 0.05, 0.07, 0.14]
}